# 1
Molecular formula: C17H20Cl3MnO3
Method: DFT, ωB97M-V with the def2-TZVPD basis set

For the orbital gap (spin up / spin down), the calculation gives 0.237 / 0.247 hartree. As for the expectation value of S²: 3.840. For the total energy, the calculation gives -3416.88969 Eh.

Structure (ORCA input):
```
! wB97M-V def2-TZVPD RIJCOSX def2/J DEFGRID3
* xyz -1 4
Mn -0.0564 -0.1776 0.1754
C -0.4158 -2.4889 -0.0298
C -1.2072 -1.8072 -1.0222
C -0.3223 -1.0513 -1.8674
H -2.2620 -1.9298 -1.1569
C 1.0256 -1.2612 -1.4158
C 0.9605 -2.1738 -0.2749
H 1.8069 -2.6328 0.2470
H -0.7887 -3.1871 0.7194
H -0.5775 -0.5402 -2.7674
H 1.9158 -0.9444 -1.9353
C 0.3994 0.7750 2.1847
C 1.3581 -0.2865 1.9717
C 2.1179 0.0654 0.7995
H 1.5368 -1.1102 2.6482
C 1.6040 1.2858 0.2547
C 0.5387 1.7434 1.1154
H 0.0304 2.7105 1.0651
H -0.2245 0.8805 3.0700
H 3.0368 -0.4579 0.4616
H 2.0708 1.8740 -0.5698
O -1.4336 0.8426 -0.8376
C 0.1134 3.2945 -3.1720
C -1.2739 2.7632 -3.0125
C 1.1081 2.2396 -3.6253
C 0.5213 4.2331 -2.0588
C -1.9293 1.7013 -1.7805
H -1.5222 2.1664 -3.8683
H -1.9268 3.5884 -2.8419
H -2.6204 2.3396 -1.1742
H -2.6152 1.0615 -2.3366
H 1.7966 2.4928 -4.4352
H 0.4558 1.3852 -3.9327
H 1.6613 1.8955 -2.7187
H 0.6752 5.2895 -2.3277
H 1.4119 3.8348 -1.5272
H -0.3305 4.1732 -1.3607
Cl -4.9804 -0.6902 3.2048
C -3.9675 -0.0188 1.9432
Cl -4.6822 -0.3252 0.3196
Cl -3.8292 1.7656 2.1129
C -2.5438 -0.6598 2.0391
O -2.1733 -1.4828 2.8835
O -1.8272 -0.1701 1.1249
*
```

# 2
Molecular formula: C17H20Cl3NO4SW
Method: DFT, ωB97M-V with the def2-TZVPD basis set

For the orbital gap (spin up / spin down), the calculation gives 0.175 / 0.175 hartree. For the total energy, the calculation gives -2861.38764 Eh.

Structure (ORCA input):
```
! wB97M-V def2-TZVPD RIJCOSX def2/J DEFGRID3
* xyz 0 1
C -0.7949 0.9129 -2.2418
C -0.9934 -0.4954 -2.4525
C 0.3089 -1.1262 -2.3824
C -2.2469 -1.1416 -2.9250
C 1.2835 -0.0989 -2.0587
C 0.5904 1.1533 -2.0057
C 1.2044 2.4910 -1.8032
C -1.8278 1.9808 -2.3822
C 0.6191 -2.5304 -2.7763
C 2.7578 -0.2666 -2.0016
W -0.2007 -0.4295 -0.3866
Cl -1.4425 -2.3942 -0.0923
Cl -2.1183 0.6809 0.4283
Cl 1.5464 -1.7982 0.5198
H -3.0841 -0.4584 -2.8148
H -2.4436 -2.0613 -2.3707
H -2.1784 -1.3896 -3.9851
H -0.1502 -3.2292 -2.4240
H 1.5899 -2.8394 -2.3710
H 0.6513 -2.6190 -3.8715
H 3.0454 -1.2539 -1.6379
H 3.1752 0.4941 -1.3416
H 3.1895 -0.1263 -2.9988
H 2.1177 2.3964 -1.2153
H 0.5169 3.1632 -1.2840
H 1.4481 2.9393 -2.7702
H -2.8324 1.6010 -2.1570
H -1.8356 2.3686 -3.4120
H -1.6096 2.8289 -1.7203
O 0.9837 1.2851 0.6610
H 1.1111 0.8334 1.5692
O 1.9750 2.4263 4.5682
S 2.0092 0.9865 4.4683
O 3.2927 0.3372 4.5864
N 1.1165 0.3921 3.2536
C -0.0047 -0.3450 3.5341
O -0.7609 -0.9086 2.7029
C -0.1615 -0.3660 5.0061
C -1.1905 -0.9484 5.7437
C -1.1205 -0.9022 7.1395
C -0.0368 -0.2799 7.7840
C 0.9814 0.3305 7.0331
C 0.8771 0.2820 5.6441
H -2.0101 -1.4143 5.2010
H -1.9100 -1.3510 7.7340
H 0.0096 -0.2624 8.8737
H 1.8332 0.8223 7.4962
*
```

# 3
Molecular formula: C17H20ClFIrN3O7S
Method: DFT, ωB97M-V with the def2-TZVPD basis set

For the orbital gap (spin up / spin down), the calculation gives 0.187 / 0.187 hartree. For the total energy, the calculation gives -2413.16245 Eh.

Structure (ORCA input):
```
! wB97M-V def2-TZVPD RIJCOSX def2/J DEFGRID3
* xyz 0 1
Ir -3.7370 1.7214 2.7114
C -1.4046 -2.6247 -2.5437
C -0.8323 -3.0239 -1.1834
N -1.0802 -2.0194 -0.1713
C -2.2073 -2.1562 0.5923
C -2.5968 -1.2501 1.5233
C -3.9096 -1.5166 2.2669
O -4.3538 -2.6537 2.1861
O -4.4136 -0.5519 2.8977
C -1.7870 -0.1071 1.8030
O -1.9946 0.6629 2.8282
C -0.6570 0.0764 0.9536
C 0.1423 1.2282 1.1059
C 1.2946 1.3770 0.3769
F 2.0751 2.4738 0.5911
C 1.6786 0.4438 -0.5758
C 0.8282 -0.6620 -0.8062
C -0.3030 -0.8831 -0.0365
N 2.9401 0.4129 -1.2567
C 3.8201 -0.6648 -0.8044
C 4.7387 -1.0238 -1.9974
N 4.4732 0.0339 -2.9933
C 4.8152 1.3563 -2.4282
C 3.7142 1.6386 -1.3742
H -1.2446 -3.4259 -3.2620
H -0.9426 -1.7104 -2.9084
H -2.4735 -2.4498 -2.4520
H 0.2442 -3.2126 -1.2501
H -1.3192 -3.9464 -0.8564
H -2.7961 -3.0491 0.4445
H -0.1800 1.9855 1.7980
H 1.1099 -1.3448 -1.5922
H 3.2120 -1.5190 -0.5143
H 4.4089 -0.3635 0.0700
H 4.4738 -1.9899 -2.4303
H 5.7915 -1.0355 -1.7128
H 3.4065 0.0742 -2.9358
H 4.8700 -0.1466 -3.9148
H 4.8110 2.1067 -3.2173
H 5.8081 1.3244 -1.9771
H 3.0565 2.4432 -1.7005
H 4.1708 1.9460 -0.4277
Cl -5.5518 1.6829 5.1061
C -3.8584 1.6068 4.8121
H -3.4655 0.6822 5.2367
H -3.3924 2.4986 5.2349
O -4.5068 1.7133 0.5757
S -4.3001 3.1621 0.8762
O -4.7860 4.0795 -0.1033
O -4.9435 3.3143 2.2555
O -2.8440 3.2836 1.1816
*
```

# 4
Molecular formula: C17H20ClNO3
Method: DFT, ωB97M-V with the def2-TZVPD basis set

For the orbital gap, the calculation gives 0.365 hartree. Its structure (SMILES) is O=C(O)[C@H]1[C@H]2CC[C@H](C2)[C@@H]1C(=O)NCCc1cccc(Cl)c1. For the total energy, the calculation gives -1400.54328 Eh.

Structure (ORCA input):
```
! wB97M-V def2-TZVPD RIJCOSX def2/J DEFGRID3
* xyz 0 1
O -1.4749 0.3164 -1.5057
C -1.3511 0.8591 -0.4339
O -1.4081 2.1806 -0.2904
H -1.5221 2.6116 -1.1542
C -1.0424 0.1298 0.8440
C -1.6645 0.6549 2.1447
H -1.2803 1.6289 2.4404
C -1.3626 -0.5230 3.0715
H -0.3016 -0.7460 3.1574
H -1.7952 -0.4090 4.0633
C -2.1150 -1.5405 2.2131
H -2.0890 -2.5714 2.5578
C -3.5093 -0.9101 2.1592
H -4.0991 -1.2845 1.3235
H -4.0577 -1.1195 3.0777
C -3.1944 0.5956 2.0317
H -3.5421 1.0113 1.0867
H -3.6566 1.1668 2.8365
C -1.4797 -1.3564 0.8278
C -0.2736 -2.2427 0.5412
O 0.2831 -2.9405 1.3618
N 0.1103 -2.1419 -0.7512
H -0.3591 -1.4536 -1.3247
C 1.3537 -2.6919 -1.2412
H 1.4074 -3.7427 -0.9437
H 1.3372 -2.6348 -2.3301
C 2.5823 -1.9584 -0.6664
C 2.3754 -0.4723 -0.5761
C 1.9087 0.2558 -1.6651
C 1.6734 1.6133 -1.5370
C 1.9115 2.2787 -0.3456
C 2.3920 1.5564 0.7321
C 2.6126 0.1938 0.6211
H 2.9676 -0.3629 1.4757
H 2.5823 2.0593 1.6681
H 1.7205 3.3366 -0.2648
Cl 1.0493 2.4961 -2.8903
H 1.7188 -0.2300 -2.6093
H 2.7776 -2.3442 0.3344
H 3.4489 -2.1805 -1.2933
H -2.2131 -1.5272 0.0349
H 0.0501 0.1948 0.9371
*
```

# 5
Molecular formula: C17H20CoN5O5S
Method: DFT, ωB97M-V with the def2-TZVPD basis set

For the orbital gap (spin up / spin down), the calculation gives 0.298 / 0.299 hartree. As for the expectation value of S²: 1.041. For the total energy, the calculation gives -3090.85238 Eh.

Structure (ORCA input):
```
! wB97M-V def2-TZVPD RIJCOSX def2/J DEFGRID3
* xyz -1 2
Co -0.5027 0.3551 0.0212
C -7.3849 3.1645 -0.5812
C -6.0848 2.4719 -0.8957
C -5.1651 3.0371 -1.7739
C -3.9734 2.3953 -2.0691
C -3.6939 1.1701 -1.4801
C -4.5897 0.5935 -0.5924
C -5.7770 1.2496 -0.3072
S -2.2149 0.3425 -1.9751
O -1.1476 1.3560 -1.8274
O -2.4177 -0.1294 -3.3243
N -1.9785 -0.7336 -0.8630
C -1.4775 -2.0458 -1.3065
C -0.0460 -2.2539 -0.8712
O 0.4974 -3.3349 -1.0261
O 0.5168 -1.2225 -0.3029
H -7.4721 4.1050 -1.1248
H -7.4651 3.3838 0.4853
H -8.2382 2.5386 -0.8511
H -5.3815 3.9974 -2.2280
H -3.2523 2.8473 -2.7386
H -4.3317 -0.3465 -0.1241
H -6.4773 0.8043 0.3920
H -1.5238 -2.1614 -2.3899
H -2.0736 -2.8458 -0.8662
O 1.2070 0.9183 0.9592
C 1.5141 0.8208 2.1385
C 2.9112 1.1371 2.5742
C 3.6554 -0.2178 2.5043
C 2.9925 -1.4143 3.2152
C 1.7254 -1.9798 2.5386
C 0.4391 -1.2086 2.8714
N 0.7499 0.2153 3.1038
H 2.9176 1.5389 3.5915
H 3.3737 1.8579 1.9037
H 4.6595 -0.0726 2.9072
H 3.7678 -0.4772 1.4481
H 2.7885 -1.1578 4.2640
H 3.7374 -2.2114 3.2483
H 1.5976 -3.0266 2.8207
H 1.8520 -1.9658 1.4525
H -0.0415 -1.5754 3.7781
H -0.2708 -1.3065 2.0558
H 1.1740 0.3429 4.0100
N -1.5238 1.5896 1.1670
C -1.6872 2.7410 1.3013
N -1.9847 3.9705 1.4311
C -1.3357 4.8775 2.1278
N -0.8405 5.7355 2.7319
*
```

# 6
Molecular formula: C17H20CuFI2N3O3
Method: DFT, ωB97M-V with the def2-TZVPD basis set

For the orbital gap, the calculation gives 0.227 hartree. For the total energy, the calculation gives -3385.30453 Eh.

Structure (ORCA input):
```
! wB97M-V def2-TZVPD RIJCOSX def2/J DEFGRID3
* xyz 1 1
Cu -0.1179 -0.2813 -0.0078
I -0.8098 2.8368 1.0122
C -0.0730 1.8429 2.7391
I 0.6981 -0.1550 2.3890
H -0.8817 1.7364 3.4498
H 0.7447 2.4207 3.1490
C -0.9180 0.0579 -7.3663
C -1.1160 1.2997 -6.5027
N -0.5223 1.1498 -5.1738
C -1.3100 0.7054 -4.1656
C -0.9226 0.4706 -2.8821
C -2.0781 -0.0424 -1.9754
O -3.2009 0.1068 -2.4383
O -1.7771 -0.5971 -0.8700
C 0.4432 0.7283 -2.5291
O 0.9726 0.5786 -1.4072
C 1.2836 1.2455 -3.6166
C 2.6141 1.5608 -3.3534
C 3.4424 2.0164 -4.3406
F 4.7052 2.3441 -3.9719
C 3.0097 2.1503 -5.6719
C 1.6836 1.8341 -5.9275
C 0.8020 1.4181 -4.9229
N 3.8418 2.5232 -6.7644
C 3.3401 3.5210 -7.6993
C 3.8127 3.1354 -9.1103
N 5.0714 2.3378 -8.9690
C 5.9439 2.9541 -7.9241
C 5.2845 2.6945 -6.5627
H -1.3735 0.2043 -8.3457
H -1.3902 -0.8034 -6.8943
H 0.1403 -0.1702 -7.5032
H -2.1792 1.4818 -6.3642
H -0.7030 2.1872 -6.9822
H -2.3530 0.5318 -4.4024
H 2.9933 1.4551 -2.3458
H 1.3323 1.8685 -6.9492
H 3.6997 4.5238 -7.4344
H 2.2570 3.5559 -7.6862
H 4.0222 4.0180 -9.7111
H 3.0801 2.5204 -9.6287
H 5.5487 2.2411 -9.8628
H 4.8092 1.4086 -8.6313
H 6.0271 4.0152 -8.1490
H 6.9379 2.5157 -7.9606
H 5.5315 3.5217 -5.8932
H 5.6829 1.7802 -6.1294
*
```